# C50H55N4O3Ti

A structure of composition C50H55N4O3Ti in a non-equilibrium geometry (wB97M-V/def2-TZVPD, OMol25).

```
113
Properties=species:S:1:pos:R:3:lowdin_charge:R:1
H -3.2745 6.2472 -2.2425 0.113
C 0.7880 0.6187 -2.5026 -0.210
H -1.9326 -2.8534 5.1429 0.115
H -4.2594 1.2156 -4.5806 0.109
H 3.6323 -1.7303 4.9577 0.108
C -0.9105 4.2094 -0.9190 -0.134
C -2.1072 4.9159 -1.0451 -0.037
C -3.5606 -1.6856 2.4691 -0.108
H -2.5142 -1.1121 6.7766 0.078
C 0.0264 4.2906 -1.9446 -0.020
H -5.2693 -2.4026 3.5137 0.110
O -1.2710 1.3248 1.3015 -0.106
H 0.5272 5.1293 -3.8497 0.099
H 4.6539 -1.2262 -3.6040 0.081
H 1.4104 0.7392 -5.2392 0.118
C -1.7592 2.4095 0.7051 -0.456
H -5.5739 1.5502 -0.5623 0.069
C -5.6278 -0.3599 2.9125 -0.062
C 1.0572 -1.0068 2.7847 -0.202
N 1.0263 0.2235 -1.2078 0.020
C -1.3980 5.7881 -3.1743 -0.080
H 6.1614 1.2060 2.9886 0.078
H 5.0610 -0.9591 3.5363 0.108
C -3.8424 0.1762 -2.1161 -0.106
C 2.1169 1.3057 -4.6289 -0.171
C 1.8452 2.8082 -4.7897 -0.078
N 1.1626 -0.5034 1.5059 0.023
C -5.3321 0.1548 -2.2157 -0.172
C -5.9266 1.4253 -1.5871 -0.061
C 4.5013 0.6667 -2.5559 -0.182
Ti -0.3806 0.1351 0.3363 1.308
C 5.0845 1.0903 2.8678 -0.072
C 2.3954 0.2583 -1.0739 -0.213
H 0.9529 3.7322 -1.8907 0.110
C -1.6478 0.5508 -2.4161 -0.196
C -2.9762 2.9095 -4.2462 -0.067
H -1.1216 6.0509 0.9082 0.109
N -1.5576 -1.2082 1.4021 0.031
H 0.6550 2.5135 2.5539 0.108
H 5.2428 -0.7838 1.8001 0.114
H -6.7049 -0.4182 3.0702 0.079
H -0.0621 -1.8163 4.3775 0.117
H -3.6473 3.3861 -3.5309 0.072
H 2.0007 -2.3687 5.0461 0.114
H -1.5801 6.4090 -4.0418 0.112
H 1.9295 3.1000 -5.8365 0.083
H -3.1492 3.3503 -5.2282 0.084
C 2.0216 0.8590 -3.2051 -0.114
C 3.0261 0.6222 -2.3165 -0.119
C -3.0808 -0.2932 -0.9932 -0.201
H -5.7344 -0.7296 -1.7204 0.108
H -2.5956 0.9493 -5.0762 0.119
N -1.7417 -0.0285 -1.1706 0.029
H 4.6991 1.2489 -3.4561 0.108
H 4.1590 0.1516 0.0771 0.116
C -1.3359 -1.5054 2.7253 -0.201
C -0.6496 5.5270 1.7259 -0.004
O 0.4826 2.4824 0.0510 -0.040
C -0.4585 0.8247 -3.0545 0.074
H 1.1275 3.7271 4.6348 0.107
C -2.9491 0.7255 -2.9932 -0.101
C -2.6893 -2.1190 4.8567 -0.171
C 3.2470 -0.5797 2.5079 -0.112
H -4.6899 -1.0650 0.1164 0.117
C -2.3442 5.6992 -2.1641 -0.067
C -2.5722 -1.8198 3.3963 -0.109
C 2.3414 -1.0319 3.4266 -0.111
C 2.2192 -0.3699 5.8443 -0.068
C -3.2218 1.3959 -4.2991 -0.164
C -3.6214 -0.9097 0.1140 0.080
H -5.4335 0.3004 2.0661 0.067
H 6.1668 -0.6972 -2.8561 0.077
C -0.2983 4.1881 1.5896 -0.117
H 5.0060 1.1774 -1.7325 0.112
H -5.1736 0.0905 3.7955 0.071
C -2.5416 -0.8542 5.7178 -0.069
H 1.1688 -0.0871 5.7571 0.064
H -3.3844 -0.1825 5.5528 0.071
C -0.1097 -1.4651 3.3568 0.070
C 4.7200 -0.3876 2.6735 -0.175
H -5.5125 -2.2052 1.7871 0.112
C 5.0856 -0.7432 -2.7272 -0.073
H -5.6164 2.3039 -2.1538 0.072
H 2.3964 -0.7131 6.8634 0.079
C 0.2439 5.5591 3.9598 -0.071
H -2.8564 4.8496 -0.2721 0.119
H -1.6306 -0.3091 5.4701 0.062
C -0.6063 3.3811 0.3159 -0.283
H 2.8265 0.5192 5.6708 0.072
C 3.0822 0.0580 0.1052 0.064
H 4.8654 -1.3644 -1.8584 0.072
C -0.3830 6.2045 2.9066 -0.058
H 2.5664 3.3900 -4.2134 0.085
H 4.5957 1.4918 3.7561 0.073
C -2.9205 -1.2764 1.2440 -0.197
H -0.5091 1.1996 -4.0665 0.119
C 0.6219 4.2320 3.8212 -0.063
C 0.3548 3.5483 2.6466 -0.021
H 1.3038 2.9813 0.1286 0.136
H -3.6617 -2.5674 5.0598 0.109
H 4.7679 1.6860 2.0105 0.069
C 2.5095 -0.2884 1.3105 -0.206
C -5.0407 -1.7587 2.6643 -0.172
C -0.2147 5.0765 -3.0627 -0.086
H 3.1135 1.0827 -5.0104 0.110
H -1.9548 3.1404 -3.9391 0.051
C 2.5815 -1.4689 4.8355 -0.175
H 0.8441 3.0684 -4.4419 0.040
H -0.6632 7.2455 2.9998 0.111
O -2.9256 2.5961 0.5167 0.170
H 0.4465 6.0869 4.8823 0.109
H -7.0157 1.3802 -1.5844 0.078
H -5.6294 0.0944 -3.2629 0.111
```

Summary:
ΔE to the lowest compared entry with this formula, charge and spin: 11.77 kcal/mol
maximum force: 1.38 eV Å⁻¹
net charge: +1
E_tot: -3232.5312 Ha
Kohn-Sham gap: 5.60 eV
highest occupied orbital energy: -9.54 eV